# C19H49N6O10S2

C19H49N6O10S2 as an isolated structure at a distorted geometry (ωB97M-V/def2-TZVPD, the OMol25 dataset).

largest force on an atom	1.95	eV/A
HOMO energy	-6.856	eV
LUMO level	2.62	eV
Kohn-Sham gap	9.47	eV
total charge	-1

The geometry in XYZ format:
```
86
Properties=species:S:1:pos:R:3:forces:R:3:mulliken_charge:R:1
C 0.20457 3.70630 -2.32699 0.3 -0.3 0.6 -0.616
O -0.92488 4.07246 -1.54804 0.1 0.4 -0.5 -0.451
C -1.80025 3.03051 -1.33655 -0.1 -0.1 0.1 -0.541
S -1.44040 2.06643 0.16343 -0.3 0.5 1.3 1.130
O -2.48738 1.10047 0.33905 -0.2 -0.7 -0.7 -0.569
O -1.41496 3.04218 1.21098 0.6 0.7 0.3 -0.737
N 0.07102 1.46441 0.07103 -0.3 -0.6 -1.0 -0.423
S 0.28106 0.38485 -1.05696 -1.2 0.6 -0.7 1.061
O 1.08069 0.81432 -2.15508 1.1 0.2 0.0 -0.656
O -0.86367 -0.36144 -1.45499 -0.3 -0.8 0.3 -0.574
O 1.26070 -0.77940 -0.25380 -0.6 0.3 0.2 -0.405
C 2.09979 -0.22420 0.53686 1.8 0.3 0.6 0.754
N 2.97380 0.21966 1.15908 -0.8 -0.4 -0.2 -0.597
H 0.89756 3.17103 -1.69373 0.3 -0.2 0.0 0.362
H -0.07680 3.06414 -3.15346 -0.1 -0.1 -0.3 0.213
H 0.70929 4.58992 -2.67652 -0.1 0.5 -0.2 0.325
H -1.93604 2.37732 -2.19505 0.2 -0.3 -0.2 0.319
H -2.75738 3.47310 -1.10872 -0.4 0.0 0.3 0.409
C 4.84162 2.93891 5.07151 -0.1 0.0 0.1 -1.515
C 4.88976 2.15145 3.76451 0.2 0.2 0.1 0.475
C 6.00192 1.09581 3.71919 -0.2 -0.2 -0.2 -0.674
O 7.30842 1.60909 3.50714 0.0 -0.1 0.2 -0.402
C 7.94787 2.11266 4.65988 0.1 0.1 -0.2 -0.644
N 4.97855 3.09260 2.64806 0.1 -0.2 -0.1 -0.720
H 5.62103 3.69962 5.12455 0.1 0.0 0.0 0.286
H 3.88593 3.45419 5.16084 0.0 0.0 -0.1 0.359
H 4.94744 2.27802 5.93536 0.0 0.0 0.0 0.343
H 3.94288 1.61477 3.67337 0.0 -0.1 -0.1 0.389
H 5.80536 0.44266 2.86704 0.0 0.0 -0.1 0.308
H 5.98505 0.46121 4.61623 0.0 0.1 0.1 0.415
H 7.68111 1.54024 5.55354 -0.1 0.0 0.0 0.296
H 7.71248 3.16900 4.81415 0.0 0.0 0.2 0.221
H 9.02445 2.03132 4.50344 0.0 0.0 0.0 0.261
H 4.89680 2.57597 1.77641 -0.2 0.0 0.0 0.296
H 5.92616 3.45917 2.63240 0.0 0.1 0.0 0.300
C 1.13854 0.49698 -8.15730 0.1 -0.1 -0.1 -1.433
C 1.63366 1.66360 -7.30805 -0.3 0.0 -0.1 0.322
C 1.07659 1.66973 -5.87773 0.2 0.1 0.2 -0.636
O -0.26419 2.10508 -5.76853 0.0 -0.1 -0.1 -0.367
C -1.24101 1.12167 -6.05200 -0.1 0.2 0.0 -0.780
N 1.34983 2.91792 -8.01451 0.1 0.1 0.1 -0.760
H 0.11903 0.64887 -8.50988 0.0 0.0 0.1 0.293
H 1.76784 0.38167 -9.04008 0.0 0.1 0.0 0.359
H 1.17211 -0.43943 -7.59756 0.0 0.0 0.0 0.341
H 2.71953 1.56430 -7.22382 0.0 0.0 0.1 0.411
H 1.65970 2.38448 -5.29202 0.0 0.0 0.0 0.336
H 1.20144 0.69361 -5.39374 0.0 0.0 0.0 0.416
H -0.91849 0.12753 -5.73232 0.0 0.0 0.0 0.342
H -1.49137 1.10921 -7.11660 0.0 -0.1 0.0 0.252
H -2.14403 1.38671 -5.50256 0.0 0.0 0.1 0.288
H 1.77329 3.68633 -7.50291 0.1 0.0 0.0 0.284
H 0.35194 3.09086 -7.93383 0.0 0.0 -0.1 0.328
C -3.76289 -3.61884 -0.57706 -0.2 0.1 0.1 -1.382
C -3.39286 -5.05486 -0.22386 0.2 0.2 -0.2 0.415
C -2.09748 -5.17352 0.59293 -0.1 -0.3 0.2 -0.770
O -0.91233 -4.98725 -0.15193 0.0 0.2 0.0 -0.471
C -0.59700 -3.61256 -0.33282 0.2 0.0 -0.1 -0.476
N -3.33752 -5.84768 -1.45843 0.0 -0.2 0.1 -0.775
H -3.16169 -3.22290 -1.39375 0.1 0.0 0.0 0.275
H -4.80441 -3.56416 -0.89614 0.0 -0.1 0.0 0.421
H -3.64382 -2.95838 0.28379 0.0 0.0 0.0 0.211
H -4.19796 -5.45700 0.39854 0.0 -0.1 0.0 0.410
H -2.04358 -6.19289 0.98885 0.0 0.0 -0.1 0.359
H -2.11065 -4.49866 1.45792 -0.1 0.1 0.0 0.417
H -0.88619 -3.04012 0.55228 0.0 0.1 -0.1 0.167
H -1.08627 -3.19629 -1.21365 0.0 0.1 0.1 0.221
H 0.47912 -3.51444 -0.46869 0.0 -0.1 0.0 0.327
H -3.19255 -6.82364 -1.21638 -0.1 0.0 0.0 0.270
H -2.48511 -5.58638 -1.94593 0.0 0.1 -0.1 0.335
C -2.87639 -1.05551 2.89719 0.0 0.1 0.0 -1.249
C -4.21873 -1.71353 3.20516 0.4 0.0 0.2 0.661
C -5.03958 -0.97957 4.27327 -0.3 0.0 -0.2 -1.007
O -4.59455 -1.17329 5.60352 0.0 0.1 0.0 -0.406
C -3.50527 -0.35674 5.99372 0.0 -0.2 0.2 -0.651
N -3.99137 -3.12103 3.56914 -0.3 0.0 0.0 -0.599
H -2.13367 -1.25805 3.66947 0.0 0.0 0.1 0.210
H -2.47514 -1.43823 1.95944 0.0 0.0 0.0 0.091
H -2.97711 0.02514 2.79172 0.0 0.0 -0.1 0.369
H -4.80424 -1.69225 2.28141 -0.1 0.0 0.0 0.418
H -6.05799 -1.37799 4.24993 0.0 0.0 0.1 0.414
H -5.11380 0.09151 4.04707 0.1 0.0 0.0 0.435
H -3.55289 0.63085 5.52792 0.0 0.0 -0.1 0.296
H -2.55101 -0.83116 5.75552 0.0 0.1 -0.1 0.245
H -3.55635 -0.23473 7.07615 -0.1 0.0 0.0 0.263
H -4.89127 -3.58253 3.67009 0.0 -0.1 -0.1 0.283
H -3.60545 -3.13124 4.50888 0.1 0.0 0.0 0.277
```
Positions in Å, forces in eV/Å.